Entry 1:
# C6H8NOPS

An isolated molecule of C6H8NOPS at a distorted geometry (ωB97M-V/def2-TZVPD, the Open Molecules 2025 dataset).

Each line ends with the Mulliken charge.
Atoms and positions in Å:
C 4.62156 -0.21101 -0.88111  0.279
C 3.57618 0.06063 -0.35511  -0.723
C 2.35049 0.41931 0.23946  0.153
C 1.80130 -0.26851 1.25084  -0.257
C 0.52164 0.10712 1.85476  -0.923
P -0.34824 1.37302 0.28240  0.630
O -1.18633 2.49226 0.69191  -0.626
N -1.05788 0.43647 -0.88746  -0.163
C -2.46847 0.48732 -1.19303  -0.766
S 1.57487 1.86915 -0.44496  -0.182
H 5.52899 -0.48788 -1.32889  0.446
H 2.29750 -1.16947 1.58964  0.356
H -0.14668 -0.71363 2.09023  0.392
H 0.60195 0.81554 2.67419  0.316
H -0.54097 -0.33585 -1.27626  0.236
H -2.90764 1.27337 -0.58135  0.274
H -2.62724 0.73797 -2.24456  0.281
H -2.96622 -0.46183 -0.97478  0.276

Output
HOMO energy ... -0.3181 Eh
Relative energy (zero: lowest compared OMol25 entry of this formula, charge and spin) ... 1.932 eV
SMILES ... C#CC1=CC[P@](=O)(NC)S1
LUMO level ... 0.6 eV
Kohn-Sham gap ... 9.27 eV

=====

Entry 2:
# C6H8NOS

A structure of composition C6H8NOS at a distorted geometry (ωB97M-V/def2-TZVPD, the Open Molecules 2025 dataset).

Each line ends with the Mulliken charge.
Atoms and positions in Å:
C 0.81759 -1.59418 2.21568  -0.249
C 0.37615 -0.91273 1.33002  -0.883
C -0.35127 1.63031 0.05744  0.436
C -1.01574 1.10927 1.30621  -0.509
C -0.71991 -0.22731 0.63877  0.570
C 0.82520 -1.46268 -2.23333  -0.715
N -0.14924 0.51438 -0.52964  0.055
O -0.00464 2.76631 -0.50818  -0.485
S 0.61458 0.29173 -1.94365  0.067
H 1.50881 -2.04965 2.81181  0.449
H -0.63871 1.32663 2.30175  0.357
H -2.10732 1.26780 1.20621  0.274
H -1.55501 -0.75639 0.38430  0.393
H 0.10985 -1.86500 -3.03047  0.304
H 0.61496 -1.94474 -1.34297  0.237
H 1.92557 -1.72293 -2.45934  0.331
H -0.25087 3.62916 -0.20463  0.366

Output
Net charge ... +1
HOMO energy ... -0.4799 Eh
Relative energy (zero: lowest compared OMol25 entry of this formula, charge and spin) ... 4.017 eV
LUMO level ... -3.3 eV
Kohn-Sham gap ... 9.76 eV

=====

Entry 3:
# C6H8NOS

The ion C6H8NOS with charge +1 at a distorted geometry (ωB97M-V/def2-TZVPD, the Open Molecules 2025 dataset).

Each line ends with the Mulliken charge.
Atoms and positions in Å:
C 1.17752 1.50446 -1.43216  0.272
C 0.98951 0.82200 -0.46552  -0.909
C -1.68925 0.67497 0.87844  -0.238
C -0.37783 0.78801 1.58782  -0.730
C 0.75697 0.10158 0.77609  0.411
C 0.34533 -1.88732 -1.99109  -0.847
N 0.43046 -1.26679 0.73836  -0.063
O -2.72686 1.11213 1.42793  -0.200
S 0.13406 -2.36528 -0.25311  0.417
H 1.35807 2.10147 -2.27836  0.432
H -0.12114 1.84543 1.71321  0.440
H -0.44028 0.32233 2.57832  0.433
H 1.67312 0.15441 1.39065  0.209
H 1.40751 -1.88272 -2.22952  0.370
H -0.08401 -0.91037 -2.18118  0.312
H -0.15437 -2.65040 -2.58067  0.374
H -2.67881 1.53609 2.32079  0.318

Output
Net charge ... +1
HOMO energy ... -0.4416 Eh
Relative energy (zero: lowest compared OMol25 entry of this formula, charge and spin) ... 6.637 eV
LUMO level ... -6.7 eV
Kohn-Sham gap ... 5.32 eV

=====

Entry 4:
# C6H8O2

A structure of composition C6H8O2 at a distorted geometry (ωB97M-V/def2-TZVPD, the Open Molecules 2025 dataset).

Each line ends with the Mulliken charge.
Atoms and positions in Å:
C 0.21960 1.76297 -0.62066  -1.222
C -1.18361 -0.16476 0.41294  0.354
C -0.50238 -1.33676 0.27940  0.135
C 0.11516 0.66068 0.42253  0.347
C 1.97312 -1.06326 -0.28202  -0.948
O -2.41546 0.14812 0.56017  -0.557
O -0.79163 -2.57508 0.24465  -0.588
C 0.75284 -0.66091 0.07871  -0.046
H -2.49423 1.11758 0.60495  0.338
H -1.74843 -2.65108 0.41327  0.308
H 0.38111 1.06048 1.41161  0.254
H 1.20367 2.24212 -0.56829  0.353
H -0.53265 2.53817 -0.43984  0.349
H 0.08148 1.38668 -1.64000  0.343
H 2.78368 -0.35286 -0.38802  0.287
H 2.15774 -2.11210 -0.48940  0.291

Output
HOMO energy ... -0.2691 Eh
Relative energy (zero: lowest compared OMol25 entry of this formula, charge and spin) ... 2.473 eV
LUMO level ... 0.5 eV
Kohn-Sham gap ... 7.79 eV

=====

Entry 5:
# C6H8O2

A cluster of 2 separate species, C6H8O2 in total at a distorted geometry (ωB97M-V/def2-TZVPD, the Open Molecules 2025 dataset).

Each line ends with the Mulliken charge.
Atoms and positions in Å:
O 1.90032 -1.26768 0.67648  -0.451
C 0.87786 -0.32005 0.66028  0.748
C -0.34978 -0.67135 1.17279  -0.450
C -1.44134 0.13406 0.81501  -0.329
C -1.28699 1.21693 -0.02434  -0.671
C -0.02337 1.53836 -0.51677  -0.065
C 1.07331 0.75231 -0.21472  -0.981
H 2.41887 -1.26263 1.49580  0.324
H -0.46447 -1.46285 1.89877  0.395
H -2.39872 -0.23471 1.15876  0.340
H -2.14236 1.79178 -0.29732  0.390
H 0.04114 2.43558 -1.11634  0.383
H 2.07277 1.14152 -0.36807  0.337
O -0.02111 -1.67740 -1.90193  -0.624
H 0.56692 -0.90856 -1.80782  0.361
H -0.82304 -1.20531 -1.63057  0.291

Output
HOMO energy ... -0.3438 Eh
Relative energy (zero: lowest compared OMol25 entry of this formula, charge and spin) ... 0.681 eV
SMILES ... Oc1ccccc1.O
LUMO level ... 0.8 eV
Kohn-Sham gap ... 10.17 eV

=====

Entry 6:
# C6H8O2

An isolated molecule of C6H8O2 at a distorted geometry (ωB97M-V/def2-TZVPD, the Open Molecules 2025 dataset).

Each line ends with the Mulliken charge.
Atoms and positions in Å:
O 2.79357 -1.16791 -0.04171  -0.482
C 2.29022 0.08623 -0.23776  -0.214
C 0.71306 -0.05903 -0.05198  0.329
C -0.31424 0.63981 -0.90261  -0.600
C -1.70378 -0.16187 -1.16737  -0.540
C -2.11002 -0.36670 0.50982  -0.424
O -1.12653 0.33095 1.25596  -0.452
C -0.05230 0.78394 0.57679  -0.060
H 2.79985 0.98464 -0.61495  0.311
H 0.20859 -0.85799 0.60780  0.216
H 0.07209 1.34301 -1.58498  0.435
H -1.80660 -1.28587 -1.56125  0.290
H -2.58880 0.43720 -1.58528  0.296
H -2.95025 0.21362 0.93781  0.259
H -2.22368 -1.42471 0.75255  0.277
H 0.21488 1.75148 0.97306  0.359

Output
HOMO energy ... -0.3382 Eh
Relative energy (zero: lowest compared OMol25 entry of this formula, charge and spin) ... 6.356 eV
SMILES ... O=C[C@@H]1[C@H]2CCO[C@@H]12
LUMO level ... 0.0 eV
Kohn-Sham gap ... 9.24 eV

=====

Entry 7:
# C6H8O2

An isolated molecule of C6H8O2 at a distorted geometry (ωB97M-V/def2-TZVPD, the Open Molecules 2025 dataset).

Each line ends with the Mulliken charge.
Atoms and positions in Å:
C -0.35687 0.43239 1.63861  -0.985
C 0.01918 0.79110 0.12588  0.663
C -1.29959 1.16781 -0.70317  -0.608
C -0.71227 -0.19223 -0.83326  0.066
O -0.51240 -1.57953 -0.57297  -0.415
C 1.00048 -1.47609 -0.47934  -0.565
C 1.27689 0.09746 -0.26281  0.234
O 2.43263 0.49199 -0.49548  -0.594
H 0.24441 -0.59647 1.87371  0.238
H -0.02274 1.32511 2.27123  0.283
H -1.51699 0.24961 1.71483  0.287
H -2.08694 1.28624 -0.04830  0.309
H -1.20559 1.81080 -1.57650  0.233
H -0.14993 0.04410 -1.78932  0.243
H 1.26192 -2.00548 0.47295  0.328
H 1.62781 -1.84680 -1.33607  0.284

Output
HOMO energy ... -0.3400 Eh
Relative energy (zero: lowest compared OMol25 entry of this formula, charge and spin) ... 5.675 eV
SMILES ... C[C@]12C[C@@H]1OCC2=O
LUMO level ... 0.8 eV
Kohn-Sham gap ... 10.02 eV

=====

Entry 8:
# C6H8O2

A cluster of 2 separate species, C6H8O2 in total at a distorted geometry (ωB97M-V/def2-TZVPD, the Open Molecules 2025 dataset).

Each line ends with the Mulliken charge.
Atoms and positions in Å:
C 0.35094 0.33951 1.32914  -0.452
C -0.10328 0.07782 -1.36571  -1.572
C 1.29139 -0.18430 0.13901  0.762
C -0.79668 0.63476 0.54487  0.473
C 1.15435 -1.70379 0.00240  -0.122
C -1.97701 1.15140 0.41010  -0.854
O 2.31061 0.42755 -0.16034  -0.641
O 0.42568 -2.40268 0.64977  -0.472
H 1.80251 -2.08676 -0.80775  0.382
H 0.18050 -0.46612 2.04508  0.301
H 0.84077 1.21744 1.74737  0.317
H 0.04177 1.12406 -1.62335  0.407
H 0.55377 -0.49068 -2.02379  0.435
H -1.07507 -0.33456 -1.62917  0.444
H -2.53378 1.45200 1.29365  0.286
H -2.46646 1.24437 -0.55128  0.304

Output
HOMO energy ... -0.3421 Eh
Relative energy (zero: lowest compared OMol25 entry of this formula, charge and spin) ... 5.266 eV
LUMO level ... -0.4 eV
Kohn-Sham gap ... 8.95 eV

=====

Entry 9:
# C6H8O2S

A structure of composition C6H8O2S at a distorted geometry (ωB97M-V/def2-TZVPD, the Open Molecules 2025 dataset).

Each line ends with the Mulliken charge.
Atoms and positions in Å:
C 0.47732 1.50849 0.08725  0.296
C 0.91870 -0.83957 0.93204  -0.938
C 1.59315 0.08378 -1.34423  -0.507
C 0.64439 -0.79272 -0.54612  -0.215
C -0.04917 0.14926 0.37461  0.853
C -1.91492 0.19061 0.94279  -0.668
O 0.13671 2.55067 0.56311  -0.577
O 1.44825 1.40830 -0.85061  -0.372
S -2.97185 0.24655 -0.47539  -0.163
H 0.51722 -1.67381 1.48651  0.285
H 1.86755 -0.47674 1.30492  0.233
H 2.64148 -0.20915 -1.22294  0.287
H 1.35072 0.08599 -2.41079  0.304
H 0.16946 -1.62031 -1.04800  0.370
H -1.95653 1.12293 1.48467  0.352
H -2.03078 -0.69960 1.54311  0.352
H -2.84169 -1.03470 -0.82093  0.108

Output
HOMO energy ... -0.3313 Eh
Relative energy (zero: lowest compared OMol25 entry of this formula, charge and spin) ... 0.451 eV
LUMO level ... 0.6 eV
Kohn-Sham gap ... 9.62 eV

=====

Entry 10:
# C6H8O4

A structure of composition C6H8O4 at a distorted geometry (ωB97M-V/def2-TZVPD, the Open Molecules 2025 dataset).

Each line ends with the Mulliken charge.
Atoms and positions in Å:
O 0.21858 2.69641 1.20641  -0.554
C -0.55128 1.79114 1.10039  0.066
O -1.89096 1.84042 1.28535  -0.434
C -2.05268 0.43955 0.94916  0.248
C -3.19280 -0.04733 0.13923  -0.823
C -3.07273 -0.40521 1.61085  -0.789
C -0.54840 0.28954 0.73166  1.550
C 0.17748 -0.57023 1.74344  -0.466
O 0.51109 -1.58154 0.83309  -0.659
H -2.97990 -0.81694 -0.60492  0.306
H -3.95278 0.68200 -0.14226  0.260
H -3.75732 0.08638 2.30280  0.265
H -2.79089 -1.42330 1.88396  0.304
H 1.07519 -0.07524 2.13012  0.270
H -0.53121 -0.91580 2.51226  0.298
O -0.00821 0.04019 -0.75976  -0.629
H 0.62393 -1.29758 -0.22706  0.415
H -0.62793 0.41571 -1.39177  0.373

Output
HOMO energy ... -0.3693 Eh
Relative energy (zero: lowest compared OMol25 entry of this formula, charge and spin) ... 3.698 eV
LUMO level ... 0.4 eV
Kohn-Sham gap ... 10.44 eV

=====

Entry 11:
# C6H8O4

A structure of composition C6H8O4 at a distorted geometry (ωB97M-V/def2-TZVPD, the Open Molecules 2025 dataset).

Each line ends with the Mulliken charge.
Atoms and positions in Å:
C 0.62630 0.90174 -0.64114  0.324
C 1.90866 -0.33299 1.03193  0.106
C -0.16417 1.58231 0.49022  -0.529
C -0.73781 -0.69813 0.50563  0.020
C 0.59319 -0.48730 -0.37790  0.546
C -1.90063 -0.71913 -0.51266  -1.489
O 1.24100 1.52903 -1.49186  -0.665
O 2.94365 -0.87017 0.96441  -0.379
O -0.74462 0.54866 1.21992  -0.458
O 0.96421 -1.52002 -1.09705  -0.547
H 1.53915 0.41255 1.81433  0.328
H 0.57591 1.99541 1.11699  0.353
H -0.93357 2.33880 0.05817  0.266
H -0.84028 -1.46463 1.16179  0.539
H -1.82792 0.12442 -1.15058  0.360
H -2.84601 -0.77978 -0.06050  0.382
H -1.88005 -1.48878 -1.17753  0.421
H 1.48297 -1.07200 -1.85415  0.421

Output
HOMO energy ... -0.3300 Eh
Relative energy (zero: lowest compared OMol25 entry of this formula, charge and spin) ... 3.487 eV
LUMO level ... 0.2 eV
Kohn-Sham gap ... 9.22 eV

=====

Entry 12:
# C6H8O6Sc

A structure of composition C6H8O6Sc at a distorted geometry (ωB97M-V/def2-TZVPD, the Open Molecules 2025 dataset).

Each line ends with the Mulliken charge.
Atoms and positions in Å:
O -1.90449 -1.71463 -0.91917  -0.635
C 0.31252 1.23460 -1.41393  0.245
C -0.93269 -2.01222 -1.84850  -0.266
O 0.47611 2.30722 -1.94515  -0.474
O 0.23185 0.15412 -2.16974  -0.308
C 0.36924 -1.22758 -1.75763  -0.446
H -1.32917 -1.87226 -2.87523  0.315
H -0.61545 -3.07426 -1.76975  0.325
H 1.09730 -1.64937 -2.46213  0.379
H 0.81117 -1.27154 -0.75611  0.242
H 0.50492 -0.23194 3.24395  0.313
O -1.46292 1.21650 0.11598  -0.744
O 0.04021 -0.34517 1.17984  -0.558
C 0.77180 0.17723 2.25871  -0.408
C 0.50563 1.67513 2.21427  -0.435
O 0.55203 2.00342 0.81609  -0.339
C -0.17895 1.16630 0.05331  1.511
H 1.83780 -0.02174 2.05705  0.282
H 1.29719 2.25512 2.69829  0.345
H -0.47954 1.94287 2.61885  0.244
Sc -1.90456 -0.71182 0.66099  1.412

Output
Net charge ... +1
HOMO energy ... -0.5126 Eh
Relative energy (zero: lowest compared OMol25 entry of this formula, charge and spin) ... 1.385 eV
LUMO level ... -5.7 eV
Kohn-Sham gap ... 8.27 eV

=====

Entry 13:
# C6H8OS

An isolated molecule of C6H8OS at a distorted geometry (ωB97M-V/def2-TZVPD, the Open Molecules 2025 dataset).

Each line ends with the Mulliken charge.
Atoms and positions in Å:
O 0.84358 1.14147 1.37581  -0.636
C 1.09798 0.23448 0.29642  0.143
C 0.46732 -1.06205 0.57108  -0.618
C -0.94750 -1.07656 0.00965  -0.172
C -1.65789 -0.31364 -0.77493  -0.585
C -1.08046 1.04631 -0.62428  -0.292
S 0.09928 2.41843 -1.43514  -0.170
C 0.42357 0.81850 -0.83492  -0.196
H 1.87040 1.26105 1.99570  0.372
H 2.14141 0.16372 0.19173  0.587
H 0.85739 -2.04341 0.08765  0.301
H 0.70849 -1.34978 1.63005  0.306
H -1.23128 -2.20909 0.04767  0.214
H -2.72637 -0.57560 -1.14936  0.273
H -1.55545 1.33485 0.43265  0.196
H 0.68953 0.21132 -1.81979  0.277

Output
HOMO energy ... -0.3108 Eh
Relative energy (zero: lowest compared OMol25 entry of this formula, charge and spin) ... 5.544 eV
SMILES ... O[C@H]1CC=C[C@@H]2S[C@H]21
LUMO level ... 0.4 eV
Kohn-Sham gap ... 8.85 eV